Entry from OMol25: 7 unconnected molecules or ions with the total composition C42H92N5O5 (wB97M-V/def2-TZVPD).

For the HOMO energy, the calculation gives -0.4871 Eh. The net charge is +3. Its relative energy (zero: lowest compared OMol25 entry of this formula, charge and spin) is 0.000 eV.

Last columns: bonded neighbours and bond lengths (Å).
Element x y z (Å)
1 O 19.058 10.539 -12.308  C14 1.357, H93 0.968
2 O 17.165 7.105 -15.238  N8 1.297
3 O 18.551 11.370 -15.012  H128 0.971
4 O 18.845 8.590 -11.125  C14 1.244
5 O 19.658 8.488 -13.113  C14 1.282
6 N 16.701 12.121 -19.503  C12 1.528, C24 1.498, C27 1.530, C50 1.555
7 N 23.227 10.986 -15.298  C15 1.538, C23 1.577, C41 1.594, C47 1.556
8 N 18.230 6.386 -15.062  O2 1.297, C33 1.521, C48 1.458
9 N 15.161 10.385 -13.713  C22 1.544, C34 1.530, C35 1.545, C42 1.510
10 N 19.290 14.975 -14.553  C28 1.540, C37 1.529, C38 1.524, C51 1.537
11 C 22.468 10.638 -17.579  C43 1.524, C47 1.489, H54 1.090, H91 1.090
12 C 16.988 10.785 -20.187  N6 1.528, C19 1.488, H77 1.088, H133 1.091
13 C 20.264 14.542 -12.152  C31 1.573, C37 1.554, H71 1.090, H136 1.091
14 C 19.152 9.193 -12.169  O1 1.357, O4 1.244, O5 1.282
15 C 23.373 9.493 -15.636  N7 1.538, C43 1.526, H59 1.091, H120 1.088
16 C 14.226 9.066 -15.661  C22 1.548, C39 1.487, H60 1.091, H65 1.093
17 C 20.915 15.288 -16.457  C28 1.574, C46 1.572, H100 1.090, H107 1.088
18 C 18.658 11.105 -18.488  C19 1.519, C27 1.497, H88 1.092, H137 1.088
19 C 18.005 10.061 -19.377  C12 1.488, C18 1.519, H78 1.089, H90 1.092
20 C 14.463 12.646 -13.064  C34 1.532, C36 1.545, H95 1.088, H108 1.089
21 C 19.100 5.502 -17.269  C48 1.575, H75 1.088, H116 1.093, H142 1.088
22 C 14.990 10.346 -15.247  N9 1.544, C16 1.548, H102 1.091, H106 1.090
23 C 24.651 11.662 -15.330  N7 1.577, H64 1.087, H67 1.091, H118 1.088
24 C 15.622 11.870 -18.495  N6 1.498, H66 1.089, H82 1.089, H83 1.089
25 C 17.197 5.602 -12.830  C33 1.521, H61 1.087, H68 1.094, H73 1.092
26 C 14.896 12.934 -21.286  C49 1.526, C50 1.595, H72 1.090, H79 1.090
27 C 18.009 12.424 -18.771  N6 1.530, C18 1.497, H74 1.090, H143 1.090
28 C 20.426 14.295 -15.339  N10 1.540, C17 1.574, H53 1.091, H115 1.090
29 C 22.483 10.841 -11.312  C30 1.536, H70 1.090, H110 1.091, H131 1.090
30 C 23.098 10.522 -12.683  C29 1.536, C41 1.539, H55 1.092, H122 1.093
31 C 20.041 13.885 -10.740  C13 1.573, H104 1.092, H112 1.091, H127 1.087
32 C 19.462 7.906 -16.521  C48 1.536, H80 1.088, H84 1.091, H96 1.092
33 C 18.160 5.326 -13.973  N8 1.521, C25 1.521, C44 1.522, C45 1.619
34 C 15.685 11.791 -13.414  N9 1.530, C20 1.532, H92 1.089, H111 1.089
35 C 13.856 10.327 -12.888  N9 1.545, C36 1.482, H63 1.090, H113 1.091
36 C 13.260 11.680 -12.991  C20 1.545, C35 1.482, H56 1.091, H109 1.088
37 C 19.072 14.426 -13.142  N10 1.529, C13 1.554, H126 1.093, H129 1.090
38 C 17.975 14.857 -15.314  N10 1.524, H58 1.091, H87 1.087, H98 1.089
39 C 14.315 8.667 -17.091  C16 1.487, H76 1.090, H97 1.093, H121 1.092
40 C 20.689 6.086 -15.338  C48 1.586, C52 1.531, H89 1.091, H130 1.089
41 C 22.470 11.202 -13.912  N7 1.594, C30 1.539, H103 1.091, H141 1.089
42 C 16.090 9.312 -13.195  N9 1.510, H62 1.090, H105 1.089, H134 1.090
43 C 23.375 9.487 -17.161  C11 1.524, C15 1.526, H117 1.090, H139 1.089
44 C 19.532 4.982 -13.410  C33 1.522, C52 1.505, H57 1.090, H114 1.093
45 C 17.626 4.000 -14.735  C33 1.619, H101 1.092, H123 1.088, H124 1.090
46 C 20.445 16.685 -15.911  C17 1.572, C51 1.550, H138 1.088, H144 1.088
47 C 22.236 11.497 -16.384  N7 1.556, C11 1.489, H81 1.089, H119 1.090
48 C 19.314 6.456 -16.035  N8 1.458, C21 1.575, C32 1.536, C40 1.586
49 C 14.648 14.096 -22.243  C26 1.526, H86 1.091, H99 1.091, H140 1.090
50 C 16.258 13.222 -20.509  N6 1.555, C26 1.595, H69 1.090, H94 1.090
51 C 19.695 16.457 -14.574  N10 1.537, C46 1.550, H85 1.088, H135 1.088
52 C 20.636 4.858 -14.426  C40 1.531, C44 1.505, H125 1.091, H132 1.091
53 H 20.111 13.281 -15.593  C28 1.091
54 H 22.865 11.224 -18.408  C11 1.090
55 H 23.157 9.455 -12.906  C30 1.092
56 H 12.719 11.756 -13.936  C36 1.091
57 H 19.468 4.092 -12.784  C44 1.090
58 H 17.645 13.858 -15.025  C38 1.091
59 H 22.520 8.946 -15.231  C15 1.091
60 H 13.227 9.017 -15.226  C16 1.091
61 H 17.255 4.945 -11.965  C25 1.087
62 H 17.009 9.340 -13.780  C42 1.090
63 H 13.158 9.517 -13.100  C35 1.090
64 H 25.310 11.326 -14.534  C23 1.087
65 H 14.675 8.305 -15.020  C16 1.093
66 H 15.878 11.070 -17.803  C24 1.089
67 H 24.446 12.699 -15.057  C23 1.091
68 H 17.263 6.636 -12.479  C25 1.094
69 H 16.149 14.121 -19.902  C50 1.090
70 H 21.587 10.259 -11.094  C29 1.090
71 H 21.175 14.077 -12.528  C13 1.090
72 H 14.087 12.817 -20.565  C26 1.090
73 H 16.173 5.713 -13.193  C25 1.092
74 H 17.665 12.922 -17.865  C27 1.090
75 H 19.659 5.839 -18.140  C21 1.088
76 H 13.982 7.646 -17.274  C39 1.090
77 H 16.047 10.256 -20.328  C12 1.088
78 H 18.655 9.504 -20.049  C19 1.089
79 H 15.001 12.019 -21.869  C26 1.090
80 H 20.208 8.089 -17.293  C32 1.088
81 H 22.461 12.545 -16.578  C47 1.089
82 H 15.337 12.775 -17.960  C24 1.089
83 H 14.761 11.519 -19.062  C24 1.089
84 H 19.564 8.619 -15.701  C32 1.091
85 H 18.750 16.977 -14.425  C51 1.088
86 H 15.492 14.130 -22.933  C49 1.091
87 H 18.109 14.975 -16.387  C38 1.087
88 H 18.432 10.856 -17.450  C18 1.092
89 H 20.951 6.925 -14.692  C40 1.091
90 H 17.381 9.353 -18.828  C19 1.092
91 H 21.508 10.276 -17.946  C11 1.090
92 H 16.284 12.026 -14.292  C34 1.089
93 H 19.357 10.576 -13.228  O1 0.968
94 H 17.023 13.445 -21.252  C50 1.090
95 H 14.586 13.119 -12.092  C20 1.088
96 H 18.475 8.170 -16.906  C32 1.092
97 H 15.321 8.663 -17.518  C39 1.093
98 H 17.241 15.523 -14.862  C38 1.089
99 H 14.571 15.105 -21.835  C49 1.091
100 H 20.399 14.987 -17.368  C17 1.090
101 H 18.439 3.451 -15.214  C45 1.092
102 H 14.394 11.219 -15.517  C22 1.091
103 H 22.605 12.272 -13.746  C41 1.091
104 H 19.081 14.216 -10.340  C31 1.092
105 H 15.546 8.370 -13.260  C42 1.089
106 H 16.000 10.415 -15.653  C22 1.090
107 H 21.994 15.242 -16.589  C17 1.088
108 H 14.236 13.352 -13.863  C20 1.089
109 H 12.618 11.970 -12.162  C36 1.088
110 H 22.212 11.887 -11.162  C29 1.091
111 H 16.310 11.676 -12.529  C34 1.089
112 H 19.833 12.821 -10.863  C31 1.091
113 H 14.090 10.145 -11.838  C35 1.091
114 H 19.737 5.781 -12.693  C44 1.093
115 H 21.264 14.190 -14.650  C28 1.090
116 H 18.076 5.623 -17.632  C21 1.093
117 H 24.424 9.586 -17.437  C43 1.090
118 H 25.011 11.704 -16.356  C23 1.088
119 H 21.227 11.337 -16.005  C47 1.090
120 H 24.274 9.103 -15.166  C15 1.088
121 H 13.754 9.285 -17.795  C39 1.092
122 H 24.160 10.775 -12.651  C30 1.093
123 H 16.891 4.219 -15.507  C45 1.088
124 H 17.387 3.236 -13.997  C45 1.090
125 H 20.589 3.936 -15.007  C52 1.091
126 H 18.818 13.374 -13.298  C37 1.093
127 H 20.836 14.163 -10.052  C31 1.087
128 H 18.809 10.438 -15.094  O3 0.971
129 H 18.154 14.902 -12.797  C37 1.090
130 H 21.393 5.937 -16.156  C40 1.089
131 H 23.174 10.582 -10.510  C29 1.090
132 H 21.635 4.842 -13.987  C52 1.091
133 H 17.487 10.957 -21.141  C12 1.091
134 H 16.380 9.406 -12.148  C42 1.090
135 H 20.327 16.641 -13.707  C51 1.088
136 H 20.457 15.571 -11.849  C13 1.091
137 H 19.735 11.078 -18.643  C18 1.088
138 H 21.353 17.262 -15.746  C46 1.088
139 H 22.952 8.599 -17.629  C43 1.089
140 H 13.726 14.017 -22.817  C49 1.090
141 H 21.431 10.894 -14.022  C41 1.089
142 H 19.145 4.441 -17.036  C21 1.088
143 H 18.541 13.158 -19.377  C27 1.090
144 H 19.767 17.136 -16.634  C46 1.088

Results of the Mulliken charge analysis, in e, for atoms 1 through 2: O -0.315; O -0.174